{
  "formula": "CH13O5S",
  "method": "ωB97M-V/def2-TZVPD",
  "de_lowest_ev": 0.423,
  "total_charge": -1,
  "spin_multiplicity": 1,
  "max_force_ev_per_a": 0.85,
  "lumo_ev": 3.6,
  "species": ["C", "S", "H", "H", "H", "H", "H", "O", "H", "H", "O", "H", "H", "O", "H", "H", "O", "H", "H", "O"],
  "xyz": [[-1.858, 0.066, -1.554], [-1.254, 1.081, -0.154], [-1.558, 0.595, -2.463], [-1.495, -0.949, -1.745], [-2.946, 0.004, -1.515], [-1.165, -0.639, 1.201], [-0.035, -1.541, 1.610], [-0.999, -1.514, 1.658], [1.108, -2.668, -0.015], [1.944, -1.394, -0.020], [2.009, -2.352, -0.144], [0.837, 2.072, -2.467], [1.691, 0.874, -2.370], [1.246, 1.408, -3.039], [0.702, 0.584, 0.520], [1.856, 0.928, 1.452], [1.703, 0.560, 0.575], [-0.562, 0.252, 3.139], [-0.806, 1.431, 2.234], [-0.420, 1.206, 3.096]],
  "forces_ev_per_a": [[-0.079, 0.374, -0.638], [-0.038, -0.292, -0.007], [-0.291, 0.054, -0.006], [0.307, -0.031, 0.790], [0.002, 0.052, -0.066], [-0.280, -0.434, -0.114], [0.035, -0.196, 0.104], [0.293, 0.519, 0.001], [0.012, 0.028, -0.099], [0.060, 0.273, 0.140], [-0.090, -0.170, 0.026], [-0.255, -0.054, -0.124], [0.001, -0.217, -0.085], [0.166, 0.217, 0.338], [0.420, 0.226, -0.634], [0.162, -0.035, 0.086], [-0.385, -0.297, 0.240], [-0.079, -0.034, -0.033], [-0.076, -0.036, 0.043], [0.117, 0.053, 0.040]]
}